Density functional theory data (ωB97M-V/def2-TZVPD) for the molecule C5H4N2O2S in a non-equilibrium geometry.

Summary:
Strongest force on any atom = 4.134 eV/A
Highest occupied orbital energy = -9.06 eV
Total energy = -23158.3736 eV
Relative energy (zero: lowest compared OMol25 entry of this formula, charge and spin) = 1.282 eV

Geometry as XYZ:
```
14
Properties=species:S:1:pos:R:3:forces:R:3
C 1.308765 -0.093366 0.509414 1.148 1.674 -3.386
O 0.434480 -0.952144 -0.259109 1.091 -0.879 0.596
C -0.806239 -0.631198 -0.166530 -2.611 1.507 0.157
S -2.069768 -1.798929 0.017683 0.806 -1.713 -0.199
N -3.253937 -0.647551 0.123801 -3.634 -0.586 -0.411
C -2.826351 0.661526 0.017761 0.887 -0.495 0.218
O -3.458103 1.675420 0.054034 -1.309 0.378 -0.067
C -1.376461 0.601450 -0.099513 0.607 0.920 -0.245
C -0.788116 1.900531 -0.174911 -1.147 -3.956 0.134
N -0.471817 2.974592 -0.161782 1.426 3.879 -0.105
H 1.045148 0.013709 1.516542 -0.575 -0.345 1.503
H 1.272781 0.966856 0.029028 0.459 -1.921 0.867
H 2.267861 -0.580212 0.324112 0.044 0.483 0.486
H -4.288483 -0.963135 -0.045850 2.807 1.054 0.452
```
Forces are in eV/Å.

List of Löwdin charges in e, atom by atom:
1. C -0.005
2. O -0.071
3. C -0.583
4. S 1.076
5. N -0.259
6. C -0.560
7. O 0.098
8. C -0.167
9. C -0.207
10. N 0.194
11. H 0.087
12. H 0.115
13. H 0.104
14. H 0.179